[1]
Formula: C32H32I3N5O4Ru
Source: OMol25
Level of theory: ωB97M-V/def2-TZVPD

Positions of all 77 atoms, in Å:
Ru -0.761 -0.838 -0.630
C -1.566 0.805 3.368
C -1.482 -0.262 2.289
O -0.551 -0.139 1.430
C -2.404 -1.295 2.349
C -2.442 -2.422 1.501
C -3.382 -3.553 1.807
N -1.636 -2.555 0.478
N -1.549 -3.757 -0.140
C -0.515 -3.800 -0.947
O 0.336 -2.852 -1.050
C -0.369 -5.017 -1.783
C 0.721 -5.117 -2.647
C 0.835 -6.191 -3.516
C -0.139 -7.179 -3.534
C -1.221 -7.092 -2.666
C -1.338 -6.021 -1.795
H -0.773 1.535 3.213
H -1.462 0.366 4.361
H -2.533 1.312 3.325
H -3.143 -1.239 3.137
H -3.964 -3.341 2.702
H -2.822 -4.479 1.938
H -4.056 -3.695 0.960
H 1.461 -4.328 -2.628
H 1.681 -6.253 -4.192
H -0.061 -8.009 -4.225
H -1.986 -7.859 -2.681
H -2.181 -5.931 -1.125
I -5.762 0.189 0.938
C -4.264 1.551 0.391
C -4.463 2.918 0.524
C -3.491 3.796 0.102
I -3.899 5.865 0.283
C -2.283 3.344 -0.466
C -1.256 4.168 -0.966
C -0.153 3.590 -1.544
C -0.043 2.202 -1.591
N -0.963 1.400 -1.092
C -2.083 1.939 -0.566
C -3.095 0.997 -0.166
O -2.948 -0.255 -0.343
H -5.383 3.294 0.950
H -1.347 5.244 -0.906
H 0.632 4.207 -1.962
H 0.813 1.735 -2.060
I -0.721 -0.308 -4.194
C -1.532 -1.383 -2.494
H -1.381 -2.425 -2.760
H -2.597 -1.164 -2.534
C 4.764 3.435 3.295
C 4.295 4.033 1.972
N 3.458 3.122 1.196
C 2.038 3.429 1.110
C 1.259 3.095 2.378
C 4.104 2.141 0.506
O 5.328 2.048 0.544
C 3.327 1.177 -0.332
C 3.892 0.827 -1.563
C 3.265 -0.119 -2.351
C 2.091 -0.699 -1.896
N 1.549 -0.364 -0.726
C 2.156 0.533 0.041
H 5.320 4.180 3.867
H 5.416 2.586 3.099
H 3.916 3.096 3.891
H 5.170 4.280 1.367
H 3.722 4.944 2.147
H 1.609 2.894 0.270
H 1.931 4.497 0.895
H 1.405 2.050 2.656
H 0.195 3.261 2.201
H 1.568 3.721 3.217
H 4.816 1.303 -1.860
H 3.670 -0.407 -3.312
H 1.580 -1.472 -2.453
H 1.679 0.712 0.998

For the energy above the lowest of the compared OMol25 structures with the same formula, charge and spin, the calculation gives 1.8224 eV. As for the expectation value of S²: 0.7637. For the calculated total energy, the calculation gives -76229.9468 eV. As for the gap between HOMO and LUMO (alpha / beta): 5.75 / 5.71 eV. Its net charge is -1. Its spin multiplicity is 2.

Results of the Mulliken charge analysis, in e, for atoms 1 through 2: number 1, Ru, carries 0.76; number 2, C, carries -0.96

---

[2]
Formula: C25H62F2N12O8P5
Source: OMol25
Level of theory: ωB97M-V/def2-TZVPD

Positions of all 114 atoms, in Å:
N 7.440 -6.933 -0.187
P 6.718 -7.735 -1.642
O 7.989 -8.599 -2.462
N 6.109 -6.347 -2.644
C 4.586 -6.256 -2.760
C 3.843 -5.064 -3.630
P 1.917 -5.148 -3.711
O 1.283 -5.661 -2.136
O 1.605 -6.487 -4.815
C 4.774 -3.917 -4.350
C 6.423 -4.078 -4.182
C 7.063 -5.341 -3.323
N 8.541 -5.611 -3.139
C 8.989 -6.276 -4.458
O 9.998 -7.188 -4.452
F 8.354 -6.024 -5.776
C 9.356 -4.348 -2.974
O 8.961 -3.212 -2.392
F 10.783 -4.376 -3.466
H 8.320 -6.465 -0.528
H 6.766 -6.133 0.002
H 8.542 -9.152 -1.817
H 3.920 -7.067 -2.215
H 2.025 -6.121 -1.639
H 1.888 -7.360 -4.414
H 4.263 -3.067 -4.972
H 7.119 -3.278 -4.710
O 1.836 -2.136 -1.323
P 1.615 -0.908 -0.406
N 0.451 -1.731 0.513
C -0.961 -1.459 0.643
C 0.894 -2.870 1.307
N 0.835 0.007 -1.646
C -0.500 0.583 -1.577
C 1.098 -0.375 -3.040
N 1.361 0.504 0.649
C 2.358 1.548 0.310
C 1.468 0.325 2.106
H -1.167 -0.407 0.845
H -1.419 -1.993 1.484
H -1.505 -1.764 -0.257
H 1.405 -2.528 2.212
H 1.593 -3.501 0.751
H 0.071 -3.523 1.618
H -1.276 -0.166 -1.759
H -0.623 1.368 -2.334
H -0.699 1.086 -0.629
H 0.528 -1.267 -3.325
H 2.165 -0.568 -3.196
H 0.838 0.431 -3.737
H 3.375 1.199 0.529
H 2.172 2.470 0.870
H 2.325 1.819 -0.748
H 2.414 -0.149 2.382
H 0.648 -0.266 2.518
H 1.400 1.290 2.625
O 0.942 4.977 1.690
P 0.018 6.183 1.991
N 0.096 6.718 0.384
C 0.678 7.931 -0.141
C -0.506 5.877 -0.643
N 1.217 6.996 2.933
C 1.733 8.336 2.693
C 2.299 6.184 3.506
N -1.043 7.569 2.338
C -1.556 7.452 3.724
C -2.237 7.771 1.500
H 0.368 8.818 0.413
H 0.371 8.134 -1.174
H 1.772 7.873 -0.144
H -1.594 5.982 -0.631
H -0.275 4.820 -0.482
H -0.159 6.117 -1.654
H 2.477 8.347 1.892
H 2.220 8.731 3.594
H 0.949 9.062 2.468
H 3.051 5.929 2.750
H 1.901 5.261 3.942
H 2.805 6.706 4.326
H -2.191 6.564 3.830
H -2.135 8.337 4.009
H -0.747 7.366 4.455
H -2.850 6.866 1.454
H -1.990 8.077 0.482
H -2.856 8.588 1.891
O -4.362 -1.339 0.711
P -5.895 -1.500 0.557
N -6.173 0.083 1.096
C -6.839 0.529 2.297
C -5.702 1.179 0.258
N -6.016 -2.596 1.887
C -6.848 -2.422 3.069
C -4.802 -3.321 2.284
N -7.656 -1.685 0.381
C -7.945 -2.986 -0.270
C -8.395 -0.686 -0.409
H -7.797 0.030 2.454
H -7.090 1.597 2.270
H -6.207 0.377 3.178
H -6.374 1.322 -0.594
H -4.703 0.981 -0.139
H -5.637 2.133 0.794
H -6.395 -1.734 3.787
H -6.994 -3.380 3.584
H -7.859 -2.085 2.833
H -4.124 -2.680 2.860
H -4.272 -3.703 1.404
H -5.037 -4.201 2.894
H -7.545 -3.007 -1.291
H -9.022 -3.180 -0.307
H -7.500 -3.824 0.275
H -7.957 -0.559 -1.403
H -8.438 0.289 0.080
H -9.446 -0.980 -0.528

For the calculated total energy, the calculation gives -113045.3692 eV. As for the gap between HOMO and LUMO: 3.18 eV. Its net charge is +1.

Results of the Mulliken charge analysis, in e, for atoms 1 through 2: number 1, N, carries -0.64; number 2, P, carries 0.32

---

[3]
Formula: C26H23AlCl5F2N6O2Se2
Source: OMol25
Level of theory: ωB97M-V/def2-TZVPD

Positions of all 67 atoms, in Å:
Al 0.931 -3.173 -0.618
Cl 5.724 0.670 3.623
C 4.713 -0.215 2.542
C 3.569 -0.851 3.014
Cl 3.140 -0.729 4.676
C 2.753 -1.561 2.144
Cl 1.303 -2.304 2.692
C 3.053 -1.642 0.780
O 2.289 -2.275 -0.075
C 4.207 -0.997 0.320
Cl 4.529 -1.051 -1.368
C 5.027 -0.292 1.188
Cl 6.428 0.507 0.583
C 0.138 3.592 3.776
C -0.995 3.401 2.775
C -1.719 2.068 2.946
C -0.920 0.860 2.469
N -0.801 0.811 1.018
C 0.324 1.064 0.296
Se 1.906 1.752 0.917
N 0.040 0.773 -1.004
C 0.982 0.909 -2.110
C 1.099 2.353 -2.584
C -0.182 2.906 -3.206
C -0.466 2.355 -4.600
C -1.282 0.360 -1.114
C -2.038 -0.047 -2.204
C -3.368 -0.365 -1.967
C -3.920 -0.280 -0.687
C -3.151 0.092 0.407
C -1.820 0.402 0.169
H 0.629 4.556 3.632
H 0.903 2.823 3.659
H -0.239 3.554 4.802
H -0.599 3.473 1.758
H -1.721 4.212 2.886
H -2.672 2.091 2.409
H -1.961 1.915 4.002
H -1.395 -0.072 2.781
H 0.095 0.866 2.865
H 0.636 0.252 -2.909
H 1.948 0.542 -1.764
H 1.915 2.403 -3.311
H 1.403 2.958 -1.728
H -0.107 3.996 -3.258
H -1.028 2.698 -2.542
H 0.313 2.666 -5.301
H -1.423 2.713 -4.983
H -0.488 1.264 -4.615
H -1.607 -0.134 -3.194
H -3.988 -0.694 -2.790
H -4.961 -0.538 -0.542
H -3.570 0.127 1.403
Se -0.061 -1.808 -5.089
C 0.373 -2.371 -3.475
N 0.673 -2.736 -2.407
F 0.969 -5.532 0.926
C 1.037 -5.166 -0.420
F 2.239 -5.688 -0.888
H 0.253 -5.751 -0.915
O -0.591 -2.650 0.199
N -1.667 -3.157 -0.370
C -2.689 -3.172 0.407
C -2.637 -2.723 1.775
N -2.598 -2.377 2.870
C -3.937 -3.641 -0.122
N -4.941 -3.995 -0.552

For the energy above the lowest of the compared OMol25 structures with the same formula, charge and spin, the calculation gives 0.0122 eV. For the calculated total energy, the calculation gives -245714.5244 eV. As for the gap between HOMO and LUMO: 7.18 eV. Its net charge is -1.

Results of the natural (NBO) charge analysis, in e, for atoms 1 through 2: number 1, Al, carries 1.84; number 2, Cl, carries 0.04